Here is a structure of composition C5H12AgO3 from OMol25. Energies are from wB97M-V/def2-TZVPD.

CARTESIAN COORDINATES (ANGSTROEM)
H (0.41586, -0.08314, -2.58505)
O (1.73779, -1.50532, -3.22255)
C (1.51434, -3.54274, -6.00573)
H (4.01071, -2.61631, -5.45174)
Ag (0.65045, -0.90621, -6.59150)
H (3.23060, -2.84395, -3.02008)
H (4.72315, -0.63055, -6.54271)
H (3.68931, -0.96799, -3.18751)
C (3.02160, -2.53923, -5.92853)
H (1.23866, -3.64202, -4.93622)
H (2.04381, 0.02644, -1.83529)
O (2.74089, -1.20466, -6.34858)
C (3.77065, -0.56611, -7.08651)
H (3.40429, -3.03074, -6.84250)
H (3.88423, -1.06526, -8.06043)
C (1.24672, -0.65078, -2.15828)
O (0.60081, -2.88929, -6.73103)
C (2.98521, -1.80781, -3.27752)
H (0.87428, -1.30748, -1.36669)
H (1.82428, -4.52616, -6.40681)
H (3.49853, 0.48679, -7.21301)

The multiplicity is 3. The calculation puts the relative energy (zero: lowest compared OMol25 entry of this formula, charge and spin) at 166.23 kJ/mol. The charge is +1. The calculation puts the LUMO energy (spin up / spin down) at -4.6 / -7.2 eV.

---

Here is a structure of composition C2H10N4 from OMol25. Energies are from wB97M-V/def2-TZVPD.

CARTESIAN COORDINATES (ANGSTROEM)
C (0.50458, -0.06275, -1.74023)
C (-0.21380, 0.79145, -0.78430)
H (1.35164, -1.86923, 1.27256)
N (0.26348, 0.72345, 1.83588)
N (-1.60013, 0.87624, -0.86785)
H (-0.09064, -0.84995, -2.20849)
H (-1.99457, 1.36334, -0.07091)
N (0.39756, -1.49734, 1.26910)
H (0.24576, 1.75854, -0.59661)
H (-2.03325, -0.03513, -0.96392)
H (-0.48019, 0.40310, 2.45842)
H (1.08697, 0.67617, 2.44296)
H (-0.15811, -2.08442, 0.64969)
H (1.06853, 0.53076, -2.46150)
N (0.40918, -0.17144, 0.74530)
H (1.24301, -0.55279, -0.98011)

The calculation puts the relative energy (zero: lowest compared OMol25 entry of this formula, charge and spin) at 402.86 kJ/mol. The calculation puts the LUMO energy at 1.0 eV.

---

Here is a cluster of 14 separate species, C42H116O46P4S10 in total from OMol25. Energies are from wB97M-V/def2-TZVPD.

CARTESIAN COORDINATES (ANGSTROEM)
H (2.77461, -1.36984, -0.15279)
H (1.27144, -0.07969, 3.85295)
H (6.19413, -2.57798, 5.20366)
O (1.13459, 1.06573, 1.06145)
O (-0.00883, -1.71983, 4.02762)
P (-3.65078, -1.52919, 3.15283)
H (3.04708, -1.28832, -1.90414)
O (-7.36499, -0.29058, 1.69533)
H (4.17465, 4.51300, -1.62366)
H (-4.63577, -1.34431, -0.63657)
H (3.79222, -0.10726, -0.79871)
H (0.77899, -2.60031, -3.56881)
H (-0.82188, -2.15489, -2.75191)
C (3.88883, 1.94390, -6.00719)
H (-5.48586, 0.62255, 3.67330)
C (-3.93301, 4.06291, -2.94264)
H (0.18285, 6.64586, -0.40725)
C (-4.46130, 0.97465, 3.68968)
H (-6.41523, 1.18635, -0.64592)
C (-2.75749, -2.81646, 5.33484)
H (-0.39020, 1.43641, 4.89964)
O (6.79404, -0.53110, 3.48513)
S (3.05406, -5.06459, -0.99237)
H (-1.60942, 6.63103, -6.20728)
O (2.24331, -2.28718, 4.92045)
C (4.63154, -4.88891, 1.08015)
O (4.03246, -4.45707, -1.82594)
O (-5.19348, -1.83688, 3.24857)
H (-6.21046, 0.32268, -2.15519)
H (3.79367, -5.23367, 3.02955)
H (5.66943, -1.60423, -4.14438)
H (4.22257, -3.85834, 0.99323)
H (-6.07885, -5.70297, -0.32665)
H (6.77715, 1.38521, 2.64055)
C (-0.83930, -3.54070, -4.53663)
H (-0.24784, -0.08659, 2.87701)
H (-6.72369, -3.02674, 3.29002)
C (5.33930, -1.91478, 5.13712)
C (-0.96559, 4.98921, 3.58770)
H (1.47382, 5.68286, -0.90817)
H (-2.11216, 3.04642, -3.56684)
C (-4.87614, 5.96828, -0.41229)
H (-8.59409, 0.41479, -0.88531)
H (1.59435, 2.83114, 2.87108)
P (2.33183, 3.06796, -4.23837)
H (-0.21456, 5.04916, -1.14954)
H (-5.23799, -0.29153, 0.73272)
H (-6.16894, -5.40566, 1.40939)
H (-3.32384, 2.02046, -2.72590)
H (4.12260, -0.65923, -4.01033)
O (4.72030, -1.56081, 2.56046)
C (4.60348, -1.63604, -4.36830)
O (0.10059, -7.13688, -4.54627)
H (-4.05106, 0.94766, 4.73153)
C (3.54151, -1.27688, -8.87986)
C (3.12904, -4.45395, -5.25408)
H (0.08645, 1.76957, -4.89689)
H (-1.85536, 4.34845, 3.56337)
H (2.26476, 5.07869, 1.76855)
S (5.27911, -0.85506, 3.68389)
O (1.41105, 2.16011, -3.41412)
O (-3.57595, 0.06072, 2.97306)
H (-2.82422, -3.70872, 4.69896)
H (3.93323, 4.39267, 1.59146)
C (-0.33678, 4.94872, 4.94772)
C (2.63168, 3.22046, 2.89599)
O (-0.85851, 6.89131, -2.81501)
H (0.41659, 5.76125, 5.09751)
H (-9.91691, -0.36238, 0.22782)
H (6.70279, 0.05351, 1.48508)
S (-2.16302, -5.73783, -0.13743)
H (2.89108, -6.75089, -2.66777)
H (4.95737, 1.78838, -6.14515)
S (-2.58228, 4.29458, 6.15773)
O (-2.49122, 8.08491, -4.13202)
H (-1.74593, 2.62265, -1.02219)
H (-0.32065, 4.63615, 2.78817)
C (-0.29569, -2.39807, -3.68401)
O (-8.35742, -2.57053, 1.03037)
H (-0.41822, -3.39765, -5.52556)
C (4.10960, 3.72656, -2.37565)
C (1.77512, -2.78455, 2.35014)
H (-5.72886, -3.06611, 4.75504)
O (-0.03160, 8.41741, -4.54602)
O (2.44155, -3.28607, -5.80111)
C (2.88738, -0.72533, -0.97950)
H (-9.07172, -1.26481, -1.15063)
O (3.83918, 5.54683, 5.47744)
H (4.48320, -2.49574, 4.98438)
H (4.53268, 2.14199, 5.61485)
H (3.62987, 2.84631, -6.56483)
S (-1.16359, 7.56724, -4.22652)
C (-0.65287, -2.13576, -0.29469)
O (-6.59406, -1.63653, -0.31546)
H (-1.76228, -2.62001, 5.78971)
C (-5.67044, 0.58138, -1.19631)
H (3.39154, -5.11214, -6.11075)
H (-0.21676, 5.96769, -5.62734)
H (2.76141, -0.54844, -8.56223)
O (-3.69976, 4.95204, 5.55074)
H (-1.50448, -4.45235, 1.68850)
C (2.25665, -6.42540, -1.84899)
H (2.62044, -3.36067, 2.05714)
C (0.21871, -0.30427, 3.87741)
H (1.29757, -6.14999, -2.22255)
H (-4.22540, -4.09719, -0.47511)
H (0.44855, 0.29993, 5.92771)
O (-1.77567, -7.02864, -0.60435)
H (-1.24266, 2.25181, 0.68894)
O (2.14529, -0.89921, -6.33552)
S (-7.77839, -1.28324, 0.68450)
H (9.20082, 0.88525, 3.07627)
O (-2.09321, -4.57045, -0.97819)
C (-8.98154, -0.46436, -0.37548)
H (-4.74891, 1.19534, -1.35576)
H (-0.37763, -1.52712, -4.35538)
H (5.49909, -4.76223, 3.00309)
O (0.64658, -4.08872, 4.25700)
O (-3.10024, -1.64863, 4.57099)
H (5.31662, 3.46843, 6.34914)
S (-3.80392, 4.59472, -0.40253)
O (-1.34515, -5.77632, -6.05540)
H (-0.12245, -5.55222, 1.17133)
C (-1.23260, 6.24616, -5.36008)
H (-3.78178, 4.29540, 8.01833)
H (5.03301, -1.27631, 5.96774)
H (-4.33518, 2.00140, 3.32684)
H (-1.40824, -6.17454, 2.17201)
C (-0.96247, 2.23345, -0.38784)
H (-3.96038, -4.07911, 1.24555)
H (-1.46330, -1.68261, -0.86225)
H (4.06091, 2.67873, -1.96605)
H (1.03110, -3.18855, 1.68065)
H (4.51957, -0.87127, -8.99711)
H (-2.87413, -5.54297, -3.88396)
H (3.33689, 1.05694, -6.35221)
H (3.66215, 3.11175, 6.79729)
C (-4.43482, -4.67379, 0.43622)
O (4.49281, -1.82422, -5.77765)
C (0.44717, 5.95128, -1.20715)
H (1.95562, -1.73383, 1.96816)
S (-0.89648, -6.08435, -4.69338)
H (4.05833, -4.17898, -4.74039)
H (-0.14976, 2.93756, -0.47049)
H (9.03552, 0.96848, 1.33174)
H (5.58570, -4.91128, 0.61775)
O (-2.89110, -2.24578, 2.12995)
O (3.62059, 2.19170, -4.59497)
H (-2.08644, -6.77176, -2.80007)
S (1.17830, -2.79106, 3.99895)
H (4.94456, 3.68966, -3.05741)
O (2.73674, 3.83507, 4.23812)
O (-3.65196, -5.87400, 0.34533)
H (-5.43873, 6.03356, -1.32455)
C (0.44037, 1.30647, -3.99243)
S (4.08311, 4.30332, 4.83348)
H (-3.71386, 2.51309, -4.31134)
C (-5.43279, -0.64937, -0.26245)
C (-5.87244, -5.00203, 0.46821)
C (-2.74208, 4.52841, 7.85025)
C (-5.69319, -3.10108, 3.68282)
O (2.95737, 4.09834, -3.15937)
H (-1.86930, 5.44848, -4.92612)
O (0.32960, -1.22012, 0.20815)
H (-4.23250, 6.82787, -0.39701)
C (0.55073, 6.50916, -2.59097)
H (4.12345, -2.46576, -3.87549)
H (5.10067, -6.41389, 2.46495)
O (-1.29244, 5.23854, 5.92593)
O (3.79950, -5.79563, 0.23603)
C (-3.20856, 2.88455, -3.40514)
H (-1.20447, -2.52925, 0.55723)
H (-2.18673, 3.83292, 8.55013)
H (-5.56339, 5.96260, 0.42877)
H (-0.15043, -2.97924, -0.79570)
C (-2.35563, -6.48480, -3.82136)
H (2.13835, -7.28840, -1.20839)
O (3.51611, -2.32727, -7.92730)
O (5.15689, 4.19935, 3.86202)
C (8.71690, 0.42644, 2.19663)
H (-1.28773, 0.11133, 5.43623)
H (-1.23284, 6.01372, 3.35013)
H (-2.80816, -7.30100, -4.36954)
P (3.09281, -2.01872, -6.40584)
O (1.56357, 3.74896, -5.31317)
O (2.04117, -4.18405, -0.38237)
C (-0.27913, 0.39404, 5.13218)
H (0.82955, 5.75391, -3.31159)
H (9.03246, -0.64660, 2.08742)
O (1.79567, 0.20859, -1.26685)
O (-2.35692, 2.89718, 5.83037)
H (2.46738, -4.85283, -4.52687)
O (-4.57796, 3.37000, -0.32704)
C (7.18688, 0.40546, 2.40055)
C (-1.27125, -5.45205, 1.37311)
O (4.60938, 0.40111, 3.95146)
C (4.34934, 3.11739, 5.99149)
O (-3.20573, 4.65759, -1.81679)
H (1.24515, 7.36731, -2.55658)
H (-0.33349, 1.16276, -3.20036)
H (0.12469, 3.95950, 5.07745)
H (2.57255, 3.69024, 0.80675)
O (-0.56525, 0.93363, -0.79149)
O (-0.41953, -4.77078, -3.95226)
H (3.14743, -1.73158, -9.79493)
H (-4.94214, 3.75228, -2.68021)
H (0.88903, 0.35257, -4.14986)
H (-5.15541, -3.90735, 3.28226)
H (-1.99630, -3.56399, -4.52980)
H (-2.63049, 5.59495, 8.11374)
C (2.86491, 4.19331, 1.71096)
P (0.67559, 0.29246, -0.11265)
H (-3.51396, -2.86058, 6.12106)
H (3.31460, 2.37806, 2.83365)
O (-2.73078, 4.87789, 0.49882)
C (4.73741, -5.32967, 2.50402)
H (-3.98279, 4.77323, -3.76641)
H (-6.46042, -4.12003, 0.16615)

The calculation puts the LUMO energy at 0.2 eV.

---

Number 1: molecular weight 228.02 g/mol. Number 2: molecular weight 90.13 g/mol. Number 3: molecular weight 1801.91 g/mol.